# 1
Entry from the OMol25 dataset: 9 unconnected molecules or ions with the total composition C71H85ClF3IN9O5P2 in a non-equilibrium geometry (ωB97M-V with the def2-TZVPD basis set).

- energy (eV) = -145988.8217
- lowest unoccupied orbital energy (eV) = -4.7
- orbital gap (eV) = 5.90
- E_HOMO (eV) = -10.62

Geometry as ORCA input:
```
! RIJCOSX wB97M-V def2-TZVPD def2/J DEFGRID3
* xyz 1 1
C 4.016 -6.270 -1.259
C 4.350 -5.576 0.179
C 5.286 -4.316 -0.074
C 4.560 -2.917 -0.296
C 3.030 -2.861 -0.483
C 2.332 -1.506 -0.753
C 0.789 -1.493 -0.931
C 0.033 -2.906 -0.850
C -0.257 -3.195 0.711
C 0.155 -4.663 1.210
O 0.010 -5.683 0.187
C -1.366 -5.841 -0.165
C -1.653 -6.394 -1.663
O -2.342 -5.554 0.571
C 0.082 -0.121 -1.166
C -1.506 -0.275 -1.285
C -1.808 -0.669 -2.846
C -2.193 0.577 -3.776
N 0.842 1.152 -1.310
P -0.343 2.453 -1.586
O 0.168 4.002 -1.947
I -1.082 2.819 0.808
C 2.312 1.208 -1.209
C 2.896 2.613 -1.509
C 2.771 2.775 -3.140
C 3.363 1.468 -3.930
C 2.147 0.537 -4.503
C 2.742 -0.981 -4.575
O 3.640 -1.018 -5.709
C 3.747 -2.346 -6.278
C 5.032 -3.139 -5.681
C 3.061 -0.103 -0.873
C 4.576 -0.152 -0.611
P 5.851 1.257 -0.466
O 5.192 2.461 0.623
Cl 6.217 2.149 -2.401
C 5.309 -1.522 -0.337
C 6.906 -1.614 -0.069
C 7.776 -1.381 -1.419
C 8.650 -2.723 -1.623
F 9.730 -2.897 -0.693
C 8.387 -3.706 -2.605
F 7.893 -3.278 -3.856
F 8.586 -5.074 -2.262
H 3.452 -5.567 -1.969
H 3.433 -7.260 -1.136
H 5.001 -6.540 -1.797
H 4.879 -6.388 0.804
H 3.346 -5.368 0.680
H 6.030 -4.492 -0.945
H 5.959 -4.192 0.860
H 2.455 -3.839 -0.425
H -0.993 -2.896 -1.388
H 0.617 -3.756 -1.376
H 0.392 -2.451 1.319
H -1.345 -2.902 0.956
H -0.465 -4.895 2.143
H 1.257 -4.615 1.563
H -1.554 -5.527 -2.401
H -0.804 -7.149 -1.863
H -2.665 -6.914 -1.691
H -2.138 0.587 -0.902
H -1.925 -1.180 -0.693
H -2.720 -1.377 -2.831
H -0.939 -1.315 -3.259
H -2.457 0.137 -4.815
H -1.333 1.310 -3.976
H -3.123 1.068 -3.325
H 0.416 4.520 -1.141
H 3.957 2.905 -1.336
H 2.295 3.400 -0.928
H 3.294 3.729 -3.504
H 1.696 2.824 -3.512
H 3.926 1.857 -4.854
H 3.990 0.783 -3.277
H 1.823 0.834 -5.557
H 1.266 0.469 -3.766
H 3.357 -1.236 -3.628
H 1.895 -1.761 -4.617
H 3.967 -2.222 -7.408
H 2.787 -2.963 -6.190
H 5.975 -2.666 -6.130
H 5.068 -2.970 -4.543
H 4.988 -4.264 -5.911
H 5.923 3.115 0.785
H 7.235 -2.600 0.392
H 7.260 -0.799 0.672
H 8.556 -0.555 -1.199
H 7.157 -1.108 -2.336
N -1.831 -9.683 -1.650
C -1.106 -10.641 -2.253
C -1.289 -11.997 -2.037
C -2.274 -12.392 -1.144
C -3.036 -11.425 -0.505
C -2.779 -10.094 -0.792
H -0.346 -10.282 -2.939
H -0.676 -12.725 -2.553
H -2.446 -13.445 -0.947
H -3.813 -11.698 0.198
H -3.351 -9.301 -0.320
N -0.944 5.210 5.059
C -1.457 6.165 5.853
C -2.152 7.268 5.382
C -2.327 7.398 4.012
C -1.806 6.427 3.169
C -1.130 5.360 3.737
H -1.291 6.021 6.915
H -2.546 8.007 6.069
H -2.865 8.248 3.605
H -1.924 6.497 2.094
H -0.708 4.573 3.120
N 1.208 7.846 7.001
C 1.866 8.939 7.422
C 3.199 9.194 7.142
C 3.900 8.267 6.385
C 3.247 7.128 5.937
C 1.911 6.965 6.267
H 1.277 9.633 8.013
H 3.677 10.095 7.507
H 4.945 8.429 6.145
H 3.765 6.383 5.344
H 1.357 6.092 5.937
N -5.657 4.704 4.774
C -6.779 4.420 4.087
C -6.802 3.660 2.928
C -5.599 3.166 2.444
C -4.427 3.445 3.131
C -4.509 4.211 4.283
H -7.692 4.832 4.503
H -7.735 3.461 2.417
H -5.576 2.568 1.538
H -3.471 3.077 2.781
H -3.620 4.453 4.857
N -5.694 8.649 2.078
C -6.346 9.822 2.017
C -7.197 10.283 3.009
C -7.391 9.488 4.129
C -6.731 8.270 4.217
C -5.899 7.900 3.174
H -6.164 10.406 1.121
H -7.695 11.239 2.908
H -8.051 9.814 4.926
H -6.860 7.624 5.077
H -5.358 6.959 3.198
N -7.063 -7.030 -2.098
C -5.893 -7.271 -1.483
C -5.276 -6.379 -0.622
C -5.898 -5.163 -0.380
C -7.106 -4.886 -1.003
C -7.645 -5.846 -1.846
H -5.445 -8.235 -1.707
H -4.333 -6.628 -0.151
H -5.445 -4.438 0.287
H -7.619 -3.946 -0.838
H -8.589 -5.678 -2.353
N 6.727 6.838 5.114
C 7.324 7.221 3.973
C 8.296 6.478 3.324
C 8.681 5.269 3.884
C 8.083 4.849 5.064
C 7.117 5.663 5.634
H 6.992 8.175 3.576
H 8.742 6.836 2.404
H 9.441 4.659 3.406
H 8.360 3.911 5.529
H 6.618 5.376 6.554
N -9.528 -3.142 -3.304
C -10.388 -3.220 -4.333
C -10.071 -2.858 -5.633
C -8.793 -2.384 -5.889
C -7.884 -2.290 -4.845
C -8.296 -2.680 -3.581
H -11.375 -3.593 -4.083
H -10.805 -2.945 -6.424
H -8.508 -2.090 -6.894
H -6.879 -1.924 -5.010
H -7.620 -2.629 -2.734
*
```

Atom charges from the Löwdin analysis, given in e for atoms 1 to 8: -0.1209, -0.2271, -0.1659, -0.0482, 0.0661, -0.0302, -0.0496, -0.1482



# 2
Entry from the OMol25 dataset: 6 unconnected molecules or ions with the total composition C10H19Cl8NO4S in a non-equilibrium geometry (ωB97M-V with the def2-TZVPD basis set).

- SMILES string = O=S1(=O)OCCO1.CCCC#N.ClCCl.ClCCl.ClCCl.ClCCl
- energy (eV) = -131370.2034
- lowest unoccupied orbital energy (eV) = -0.2
- orbital gap (eV) = 10.50
- E_HOMO (eV) = -10.72

Geometry as ORCA input:
```
! RIJCOSX wB97M-V def2-TZVPD def2/J DEFGRID3
* xyz 0 1
O 0.209 -4.707 0.203
S 0.144 -3.237 0.236
O 1.436 -2.620 -0.119
O -1.150 -2.716 -0.622
C -2.296 -2.626 0.260
C -1.983 -2.769 1.762
O -0.547 -2.765 1.685
H -2.827 -1.685 0.114
H -3.044 -3.352 -0.058
H -2.447 -3.689 2.120
H -2.214 -1.865 2.325
C 1.445 1.849 -3.357
C 0.117 1.942 -2.590
C -0.804 0.777 -2.761
C -1.151 0.509 -4.140
N -1.414 0.292 -5.243
H 1.828 0.829 -3.381
H 2.252 2.493 -3.007
H 1.280 2.208 -4.373
H -0.360 2.870 -2.907
H 0.180 2.001 -1.504
H -1.734 1.092 -2.288
H -0.443 -0.108 -2.238
Cl -3.698 2.786 -2.160
C -3.601 3.060 -0.440
Cl -2.474 1.898 0.310
H -3.287 4.082 -0.228
H -4.572 2.831 -0.001
Cl 1.820 -0.227 2.748
C 0.953 0.519 1.341
Cl 1.991 1.703 0.548
H 0.816 -0.381 0.742
H -0.031 0.948 1.527
Cl 5.230 -2.274 -1.156
C 4.410 -0.743 -0.787
Cl 4.422 0.364 -2.321
H 3.349 -0.970 -0.688
H 4.963 -0.242 0.008
Cl 1.948 -0.731 6.252
C 0.614 0.437 5.971
Cl 0.130 1.372 7.416
H 0.738 1.087 5.105
H -0.196 -0.239 5.695
*
```

Atom charges from the Löwdin analysis, given in e for atoms 1 to 8: -0.2520, 0.7374, -0.2591, -0.1973, -0.1691, -0.1278, -0.2452, 0.1157



# 3
Entry from the OMol25 dataset: a molecular structure, C20H32O4Tb in a non-equilibrium geometry (ωB97M-V with the def2-TZVPD basis set).

- energy (eV) = -51848.1713
- lowest unoccupied orbital energy (spin up / spin down) (eV) = -11.9 / -12.5
- orbital gap (spin up / spin down) (eV) = 5.48 / 4.89
- E_HOMO (spin up / spin down) (eV) = -17.37 / -17.38

Geometry as ORCA input:
```
! RIJCOSX wB97M-V def2-TZVPD def2/J DEFGRID3
* xyz 3 7
C 5.246 -1.062 -0.620
C 4.026 -0.987 0.325
C 3.957 -2.374 1.013
C 4.252 0.015 1.461
C 2.686 -0.858 -0.413
C 2.335 0.425 -1.232
C 3.405 1.540 -1.321
C 2.058 -0.031 -2.689
C 1.112 1.088 -0.702
C 0.088 1.591 -1.536
C -1.007 2.225 -1.031
C -1.149 2.408 0.366
O -2.158 3.063 0.891
C -3.503 2.556 0.652
C -3.877 1.530 1.743
O -4.731 0.545 1.155
C -4.775 -0.702 1.798
C -4.045 -1.792 0.979
C -4.891 -2.275 -0.262
O -5.283 -1.198 -1.060
C -4.265 -0.544 -1.714
O -4.490 0.354 -2.413
C -0.133 1.920 1.216
C 0.950 1.279 0.692
H 4.961 -1.361 -1.621
H 5.735 -0.094 -0.643
H 5.962 -1.760 -0.206
H 3.822 -3.144 0.254
H 4.858 -2.544 1.581
H 3.093 -2.425 1.681
H 4.964 -0.438 2.144
H 4.708 0.946 1.144
H 3.359 0.172 2.059
H 2.635 -1.698 -1.102
H 1.897 -1.048 0.327
H 3.013 2.323 -1.966
H 4.330 1.205 -1.768
H 3.549 2.012 -0.356
H 1.989 0.821 -3.352
H 1.132 -0.603 -2.737
H 2.855 -0.683 -3.020
H 0.147 1.515 -2.606
H -1.769 2.634 -1.675
H -3.614 2.160 -0.351
H -4.156 3.404 0.790
H -2.967 1.095 2.162
H -4.380 2.053 2.550
H -5.825 -0.986 1.829
H -4.404 -0.656 2.819
H -3.038 -1.473 0.600
H -3.872 -2.631 1.700
H -5.803 -2.767 0.062
H -4.349 -2.994 -0.933
H -3.236 -0.898 -1.549
H -0.212 2.086 2.279
H 1.707 0.948 1.383
Tb -2.900 -3.885 1.222
*
```

Atom charges from the Löwdin analysis, given in e for atoms 1 to 8: -0.0181, -0.5685, -0.0646, -0.0379, -0.1088, -0.4416, 0.0198, -0.0330



# 4
Entry from the OMol25 dataset: 4 unconnected molecules or ions with the total composition C35H85N4P (ωB97M-V with the def2-TZVPD basis set).

- SMILES string = CCCCCCCCCCCC[PH2](N)[C@@H](C)CCC.CCN(CC)CC.CCN(CC)CC.CCN(CC)CC
- energy (eV) = -52921.2150
- lowest unoccupied orbital energy (eV) = 0.7
- orbital gap (eV) = 8.85
- E_HOMO (eV) = -8.12

Geometry as ORCA input:
```
! RIJCOSX wB97M-V def2-TZVPD def2/J DEFGRID3
* xyz 0 1
C -5.467 -2.561 3.843
C -6.138 -1.305 4.400
C -5.284 -0.056 4.194
C -5.990 1.234 4.609
C -5.202 2.563 4.560
C -3.677 2.541 4.807
C -2.830 2.928 3.577
C -3.033 2.121 2.282
C -1.971 1.048 1.986
C -1.619 0.092 3.142
C -0.174 0.241 3.623
C 0.155 -0.657 4.837
P 1.882 -1.245 4.807
N 2.465 0.369 5.388
C 1.505 -3.061 4.316
C 0.999 -3.839 5.535
C 0.575 -3.301 3.121
C 0.967 -2.648 1.788
C -0.194 -2.578 0.784
H -6.012 -3.469 4.111
H -5.395 -2.526 2.752
H -4.448 -2.653 4.237
H -6.332 -1.435 5.473
H -7.113 -1.161 3.918
H -4.990 0.008 3.137
H -4.359 -0.179 4.768
H -6.878 1.342 3.971
H -6.376 1.091 5.628
H -5.392 3.055 3.597
H -5.655 3.220 5.311
H -3.365 1.576 5.217
H -3.441 3.273 5.588
H -3.053 3.983 3.372
H -1.767 2.896 3.850
H -3.042 2.813 1.432
H -4.024 1.658 2.294
H -1.052 1.550 1.657
H -2.313 0.464 1.123
H -1.771 -0.948 2.832
H -2.291 0.253 3.989
H 0.490 0.032 2.774
H 0.005 1.287 3.895
H -0.542 -1.499 4.882
H 0.062 -0.080 5.761
H 2.630 -1.116 3.609
H 2.494 -1.757 5.978
H 2.382 1.116 4.707
H 3.435 0.331 5.671
H 2.499 -3.464 4.052
H 1.679 -3.747 6.389
H 0.894 -4.908 5.310
H 0.013 -3.482 5.856
H -0.445 -2.985 3.387
H 0.507 -4.388 2.961
H 1.784 -3.233 1.348
H 1.367 -1.645 1.952
H -1.153 -2.439 1.295
H -0.075 -1.749 0.080
H -0.274 -3.495 0.192
C -3.133 -1.384 -1.051
C -4.317 -1.713 -1.945
N -5.587 -1.345 -1.343
C -6.741 -1.893 -2.034
C -7.017 -1.416 -3.465
C -5.699 0.034 -0.897
C -5.454 1.142 -1.928
H -3.271 -1.816 -0.058
H -2.213 -1.787 -1.477
H -2.994 -0.308 -0.941
H -4.352 -2.793 -2.115
H -4.152 -1.253 -2.933
H -7.619 -1.694 -1.414
H -6.615 -2.980 -2.048
H -7.395 -0.394 -3.492
H -7.771 -2.057 -3.926
H -6.122 -1.463 -4.085
H -5.001 0.177 -0.068
H -6.697 0.148 -0.466
H -4.551 0.953 -2.511
H -5.318 2.097 -1.416
H -6.284 1.256 -2.624
C 2.143 0.234 -0.274
C 2.291 -0.761 -1.413
N 1.648 -0.318 -2.638
C 1.494 -1.371 -3.627
C 2.763 -1.981 -4.234
C 2.074 0.978 -3.138
C 3.569 1.174 -3.419
H 1.092 0.495 -0.128
H 2.519 -0.210 0.649
H 2.703 1.154 -0.445
H 1.805 -1.699 -1.130
H 3.360 -0.999 -1.541
H 0.866 -0.977 -4.430
H 0.918 -2.170 -3.151
H 3.255 -1.302 -4.929
H 2.506 -2.887 -4.786
H 3.484 -2.260 -3.465
H 1.756 1.737 -2.420
H 1.501 1.174 -4.048
H 4.186 0.807 -2.598
H 3.784 2.239 -3.537
H 3.890 0.671 -4.331
C 10.149 2.307 -5.608
C 8.814 2.848 -6.094
N 7.721 1.909 -5.908
C 6.515 2.265 -6.633
C 5.777 3.547 -6.228
C 7.531 1.427 -4.551
C 7.316 2.468 -3.445
H 10.356 1.336 -6.060
H 10.949 2.995 -5.884
H 10.177 2.193 -4.524
H 8.878 3.042 -7.169
H 8.632 3.825 -5.618
H 5.826 1.418 -6.557
H 6.790 2.341 -7.690
H 5.258 3.438 -5.276
H 5.029 3.793 -6.984
H 6.458 4.396 -6.149
H 8.394 0.813 -4.283
H 6.679 0.742 -4.575
H 8.046 3.278 -3.497
H 7.429 1.992 -2.468
H 6.321 2.909 -3.481
*
```

Atom charges from the Löwdin analysis, given in e for atoms 1 to 8: -0.1136, -0.2712, -0.2428, -0.2043, -0.1947, -0.2011, -0.1962, -0.1986